1.
31
Properties=species:S:1:pos:R:3:forces:R:3 method="wB97M-V/def2-TZVPD" e_tot_ev=-25484.040 charge=0 largest_force_ev_per_a=6.84 homo_lumo_gap_ev=10.0063 de_lowest_kj_mol=389.9
C 2.0083 2.2408 -0.5294 -0.316 0.113 0.032
N 2.9492 1.2226 -0.1839 0.638 0.038 -0.159
C 2.6626 0.1321 0.3734 -0.014 -0.298 0.240
C 3.7898 -0.8014 0.6897 0.163 0.041 -0.013
C 1.2825 -0.3403 0.7866 -0.093 0.397 -0.295
C 0.4740 -0.8753 -0.4178 -0.101 0.002 0.029
C 0.8295 -2.3252 -0.7364 -0.034 0.168 -0.121
C -0.9791 -0.7621 -0.0811 0.012 0.051 0.057
C -1.8341 0.0495 -0.6720 -0.560 0.029 0.056
S -3.5272 0.1234 -0.1534 -1.763 -4.431 4.226
C -3.5658 1.6331 0.8854 0.022 -0.707 -0.331
N -4.3159 0.2507 -1.4464 0.845 0.078 -0.009
O -3.8861 -1.1573 0.9667 1.721 5.086 -4.243
H 0.9484 1.9843 -0.4054 -0.002 0.025 0.006
H 2.1906 2.5164 -1.5702 -0.129 0.076 0.043
H 2.2358 3.1173 0.0837 -0.112 0.031 -0.103
H 3.6067 -1.7831 0.2606 -0.005 -0.194 0.020
H 3.8753 -0.9199 1.7695 0.012 -0.096 0.106
H 4.7225 -0.4045 0.2993 0.018 0.013 -0.005
H 1.3701 -1.1226 1.5390 -0.028 -0.027 0.084
H 0.7415 0.4967 1.2344 0.018 -0.029 0.045
H 0.6887 -0.2563 -1.2944 -0.030 0.015 0.070
H 0.6480 -2.9628 0.1267 0.006 -0.076 0.076
H 1.8750 -2.4056 -1.0231 0.079 -0.071 -0.016
H 0.2209 -2.6844 -1.5619 -0.024 -0.107 -0.091
H -1.3473 -1.3668 0.7344 -0.133 -0.196 0.244
H -1.6417 0.6769 -1.5245 0.120 0.165 -0.190
H -2.6890 1.6178 1.5201 0.115 0.003 0.109
H -3.5769 2.4940 0.2253 0.066 0.031 -0.113
H -4.4648 1.5926 1.4903 -0.129 -0.110 -0.034
H -5.2913 0.0194 -1.3852 -0.363 -0.020 0.277


2.
78
Properties=species:S:1:pos:R:3:forces:R:3 method="wB97M-V/def2-TZVPD" e_tot_ev=-73420.972 charge=0 largest_force_ev_per_a=2.88 homo_lumo_gap_ev=6.9022 de_lowest_kj_mol=135.1
C 2.7195 -1.8780 4.4464 -0.227 -0.471 0.152
C 3.1582 -1.3495 3.2324 0.095 0.624 -0.178
C 2.8766 -0.0063 2.9212 -0.111 -0.564 0.095
C 2.1023 0.7866 3.7851 0.557 -0.597 0.006
S 1.7227 2.5061 3.3440 -0.987 0.916 0.858
C 0.5182 2.6654 1.9904 0.212 0.517 0.048
C 0.6303 3.7128 0.9538 0.993 -0.314 1.425
S -0.4335 1.2782 1.6679 0.718 -0.219 -0.052
C -1.1432 0.6335 3.1663 -0.479 -0.083 0.444
C -1.1522 -0.7520 3.4319 0.075 0.609 0.499
C -1.6234 -1.1895 4.6735 -0.337 0.393 0.005
C -2.1814 -0.2810 5.5891 0.122 0.251 -0.390
C -2.2198 1.0875 5.2805 -0.196 -0.393 0.103
C -1.7124 1.5384 4.0608 -0.040 -0.239 0.272
O -1.5114 1.6025 0.7437 0.566 0.141 0.438
O 0.5433 0.2635 1.2936 -0.672 -0.458 -0.276
O 1.1004 3.1126 4.5368 0.956 -0.956 -1.443
O 2.9943 3.0265 2.8739 -0.206 0.342 -0.212
C 1.7783 0.2758 5.0432 -0.484 -0.239 -0.132
C 2.0208 -1.0756 5.3495 0.072 0.213 0.073
H 2.9185 -2.9388 4.6902 -0.164 0.740 -0.173
H 3.7221 -1.9759 2.5154 -0.355 0.508 0.550
H 3.2711 0.3939 1.9949 -0.278 0.097 0.022
H -0.3502 3.9475 0.4964 0.806 0.152 0.282
H 1.3367 4.5161 1.2320 -1.224 -0.010 0.365
H -0.7974 -1.4749 2.7085 0.236 0.203 -0.008
H -1.5754 -2.2444 4.9437 -0.090 0.217 -0.238
H -2.6361 -0.6454 6.5165 0.370 0.155 -0.289
H -2.6637 1.7965 5.9918 0.216 -0.330 -0.405
H -1.7773 2.5909 3.8068 0.249 -0.068 0.040
H 1.3075 0.9192 5.7790 -0.194 -0.038 -0.204
H 1.6324 -1.5031 6.2938 0.461 0.412 -0.611
F -2.3428 -0.8332 -0.9125 0.678 0.117 -0.615
C -1.4741 -0.8122 -2.0457 -0.525 0.393 -0.360
C -1.6484 -2.1496 -2.7542 -0.074 0.571 -0.221
C -2.6438 -3.0707 -2.4289 -0.373 -0.065 0.267
C -2.6618 -4.3244 -3.0465 0.241 0.059 -0.243
C -1.7187 -4.6326 -4.0331 0.118 -0.254 -0.168
C -0.7362 -3.6962 -4.3682 -0.016 0.255 -0.222
C -0.7311 -2.4362 -3.7593 -0.151 -0.841 -0.269
C -1.8260 0.4173 -2.8952 -0.120 -0.635 0.264
C -2.0563 0.3101 -4.2616 -0.003 0.498 -0.353
C -2.2587 1.4842 -5.0080 0.122 -0.454 0.182
C -2.2766 2.7286 -4.3876 0.002 0.211 0.063
C -2.1368 2.8149 -3.0054 0.008 -0.735 0.003
C -1.8790 1.6613 -2.2684 -0.244 0.268 -0.042
C -0.0482 -0.6499 -1.4486 -0.091 0.024 0.036
C 0.3505 -1.9679 -0.7627 0.273 0.462 0.362
C 1.4727 -2.5652 -1.6155 -0.016 0.061 -0.312
C 2.0108 -1.4309 -2.5176 -0.232 0.244 -0.049
N 1.0805 -0.2547 -2.3601 0.844 -0.366 -0.341
C 1.6337 1.0141 -1.9825 -0.627 0.034 0.651
C 2.6213 1.1509 -0.9436 -0.923 0.771 -1.004
C 2.5509 2.3491 -0.2283 -0.846 -0.368 -0.400
N 1.5254 3.2799 -0.4069 1.616 -1.131 -2.102
C 1.0163 3.3677 -1.6828 0.070 -1.120 0.449
C 1.0225 2.2141 -2.4821 0.435 -0.257 0.339
H -3.4396 -2.8022 -1.7118 0.749 -0.197 -0.294
H -3.3879 -5.0824 -2.7478 0.046 0.354 -0.172
H -1.7694 -5.5936 -4.5816 0.130 0.624 0.589
H 0.0447 -3.9279 -5.1065 -0.541 0.056 0.223
H -0.0329 -1.6650 -4.0752 -0.021 -0.260 0.133
H -2.0456 -0.6743 -4.7502 -0.102 0.680 0.189
H -2.4048 1.4062 -6.0781 0.024 0.055 -0.002
H -2.3748 3.6450 -4.9680 -0.174 -0.264 0.007
H -2.2151 3.7520 -2.4740 0.067 0.205 -0.123
H -1.6961 1.7517 -1.1998 -0.210 -0.190 -0.297
H -0.1100 0.1749 -0.7482 -0.416 -0.285 0.222
H 0.6218 -1.7271 0.2715 0.191 -0.241 -0.291
H -0.4994 -2.6529 -0.7517 0.094 0.139 0.238
H 2.2749 -3.0232 -1.0390 -0.078 -0.040 0.088
H 1.0157 -3.3233 -2.2709 0.450 0.103 0.360
H 3.0761 -1.1711 -2.3559 -0.629 0.051 0.152
H 1.9413 -1.7995 -3.5474 0.200 0.361 0.024
H 3.2699 0.2880 -0.6889 -0.368 1.025 0.000
H 3.2731 2.5852 0.5484 -0.640 -0.265 0.513
H 0.5867 4.3342 -2.0462 -0.106 -1.102 0.791
H 0.4500 2.1982 -3.4260 0.506 -0.061 0.667


3.
76
Properties=species:S:1:pos:R:3:forces:R:3 method="wB97M-V/def2-TZVPD" e_tot_ev=-137837.890 charge=+1 largest_force_ev_per_a=4.12 homo_lumo_gap_ev="6.4131 / 6.2023" de_lowest_kj_mol=333.4
Ir -0.1487 -1.8460 -0.7153 -1.370 2.368 3.085
O -2.9989 -6.5639 1.7854 -0.194 -0.352 0.121
C -2.3210 -5.5637 1.2357 0.417 0.607 -0.301
C -1.0460 -5.1825 1.6697 0.022 0.160 -0.128
C -0.4371 -4.1016 1.0698 0.163 0.062 0.221
N -1.0447 -3.3918 0.1154 -0.496 -0.913 0.632
C -2.2306 -3.7845 -0.3575 -0.413 0.177 -0.371
C -2.9041 -4.8632 0.1695 0.122 0.005 0.203
C -2.7110 -2.9248 -1.5442 -0.647 -1.136 1.006
O -3.8775 -2.9406 -1.8653 0.003 0.092 -0.095
O -1.7669 -2.2435 -2.0710 1.910 0.350 -0.561
C 0.9562 -3.5832 1.3781 -0.324 -0.660 0.431
O 1.5392 -3.8839 2.3977 -0.066 -0.108 -0.052
O 1.4138 -2.7877 0.4699 0.264 -0.189 -1.651
H -2.4912 -6.9853 2.4924 -0.059 0.036 -0.079
H -0.5264 -5.7081 2.4569 0.096 -0.029 0.073
H -3.8616 -5.1592 -0.2267 -0.113 0.041 -0.084
S -6.4491 1.8917 -0.0127 0.351 -0.789 0.243
C -7.6416 0.9127 0.7196 0.349 -0.309 -0.054
C -7.1899 -0.3584 0.9803 -0.755 0.654 0.086
C -5.8631 -0.5490 0.6028 0.868 0.841 -0.636
C -5.2836 0.5853 0.0414 -1.775 -0.260 0.673
C -3.9577 0.7427 -0.4457 1.501 1.154 -1.046
C -2.9646 -0.1970 -0.0947 -0.349 0.043 0.344
N -1.7350 -0.1548 -0.5287 1.476 -0.161 -1.670
C -1.3485 0.8371 -1.3955 -2.369 0.158 0.982
C -2.2538 1.8985 -1.7244 1.703 -0.848 -0.069
C -1.7468 2.9569 -2.5454 0.013 0.038 -0.038
C -0.4690 2.9647 -2.9822 0.011 0.008 -0.016
C 0.4386 1.8872 -2.7014 -1.287 -0.723 0.925
C 1.7519 1.8670 -3.1115 1.489 -1.596 0.229
C 2.5725 0.7382 -2.8057 -1.937 1.485 -0.113
C 1.9636 -0.3274 -2.1256 0.262 -0.030 -0.107
N 0.7188 -0.3267 -1.6965 -0.388 1.784 -0.841
C -0.0683 0.7925 -1.9315 2.310 -0.151 -0.952
C 3.9522 0.6698 -3.1499 1.884 -0.170 -0.445
C 4.7616 1.6205 -3.7598 -0.979 -0.637 0.497
C 6.0856 1.2030 -3.9130 0.589 -0.632 0.134
C 6.3077 -0.0605 -3.4291 -0.340 0.259 -0.002
S 4.8964 -0.7636 -2.7740 -0.103 0.821 -0.325
C -3.5480 1.8297 -1.2605 -0.941 -1.325 1.079
H -8.6120 1.3233 0.9206 -0.188 0.037 0.025
H -7.8019 -1.1207 1.4279 -0.117 -0.088 0.058
H -5.3575 -1.4928 0.6879 0.153 -0.199 0.002
H -3.2084 -0.9893 0.5995 0.007 -0.139 -0.033
H -2.4249 3.7573 -2.7987 -0.001 0.151 -0.064
H -0.0967 3.7825 -3.5790 -0.011 0.141 -0.080
H 2.1542 2.6980 -3.6662 0.080 0.126 -0.095
H 2.5376 -1.2244 -1.9169 -0.141 -0.020 0.069
H 4.4116 2.5819 -4.0867 -0.126 0.208 -0.040
H 6.8612 1.8014 -4.3564 0.098 0.087 -0.083
H 7.2233 -0.6196 -3.4179 0.190 -0.049 -0.036
H -4.2637 2.5872 -1.5398 -0.078 0.134 -0.048
C 0.6214 -0.7693 3.2147 -0.119 -0.123 -0.192
As 1.0630 -0.2770 1.3738 -0.446 0.149 -0.084
C 3.0114 -0.4046 1.4303 -0.132 -0.145 -0.131
C 0.6598 1.7055 1.4343 -0.131 -0.805 -0.282
C 1.7791 2.4955 1.9990 0.356 0.301 0.126
C 2.8425 2.8799 1.1798 -0.250 0.002 0.102
C 3.8604 3.6720 1.6747 0.092 -0.002 -0.019
C 3.8405 4.0857 2.9979 0.046 -0.011 0.078
C 2.8021 3.6918 3.8258 0.148 0.049 0.098
C 1.7851 2.8935 3.3340 -0.174 -0.088 -0.207
H 1.1737 -0.1230 3.8997 0.003 0.061 -0.139
H 0.9046 -1.8038 3.4023 0.034 0.023 -0.065
H -0.4494 -0.6512 3.3849 0.052 0.025 -0.040
H 3.4158 0.2512 2.2019 -0.182 0.055 -0.043
H 3.4449 -0.1373 0.4677 -0.001 0.014 -0.012
H 3.2580 -1.4405 1.6614 -0.101 0.036 -0.060
H -0.2525 1.8067 2.0261 0.022 -0.086 -0.070
H 0.4466 2.0180 0.4124 -0.046 -0.015 -0.008
H 2.8456 2.5685 0.1424 0.039 -0.003 -0.112
H 4.6717 3.9755 1.0307 0.071 0.021 -0.080
H 4.6344 4.7098 3.3820 0.020 0.035 0.014
H 2.7817 4.0154 4.8566 -0.003 0.002 0.054
H 0.9634 2.6064 3.9766 -0.060 -0.007 0.066


4.
54
Properties=species:S:1:pos:R:3:forces:R:3 method="wB97M-V/def2-TZVPD" e_tot_ev=-32511.615 charge=0 largest_force_ev_per_a=2.75 homo_lumo_gap_ev=11.1819 de_lowest_kj_mol=94.1
C 2.3001 21.0543 -18.0935 -0.591 -0.755 -0.187
C 1.1913 20.3121 -18.7068 2.015 1.094 1.293
N 0.2893 19.7121 -19.0273 -1.932 -1.318 -0.969
H 2.6988 21.7133 -18.8543 0.219 0.319 0.332
H 3.0391 20.3446 -17.7230 0.116 0.004 -0.243
H 1.8718 21.5355 -17.2159 0.202 0.518 -0.198
C -1.1355 20.1205 -21.8944 0.172 -0.765 -0.202
C -1.5970 21.4115 -21.4287 0.323 -0.423 -0.440
N -1.9605 22.4302 -21.0629 -0.171 0.723 0.241
H -0.1127 20.1252 -22.2678 0.135 0.398 0.252
H -1.7249 19.7266 -22.7225 -0.341 0.172 0.189
H -1.1548 19.4281 -21.0546 -0.066 -0.022 -0.045
C 0.6840 16.9769 -20.9993 0.012 -0.303 1.371
C 1.1086 16.0282 -19.9576 -0.074 0.339 -0.474
N 1.4068 15.2777 -19.1473 0.191 -0.222 0.384
H -0.3449 17.2300 -20.7360 -0.108 -0.109 -0.525
H 0.8053 16.4754 -21.9521 -0.113 0.388 -0.270
H 1.2478 17.8973 -20.8506 0.193 -0.054 -0.488
C 0.7194 25.2357 -20.9612 -0.274 -0.332 -0.364
C 1.3969 24.6142 -19.8399 -0.645 0.647 -0.954
N 1.9502 24.1150 -18.9824 0.681 -0.594 1.118
H -0.2634 25.6060 -20.6856 0.064 0.217 0.222
H 0.5248 24.4665 -21.7063 0.114 -0.041 -0.115
H 1.3369 26.0139 -21.4002 -0.043 0.099 0.054
C -0.7326 17.0536 -16.8771 -1.339 0.135 -0.497
C -1.6241 15.8967 -16.7695 1.107 0.937 0.206
N -2.3134 14.9990 -16.6618 -0.889 -1.049 0.045
H -1.3771 17.9309 -16.7695 0.230 0.079 0.245
H -0.3999 17.0941 -17.9105 0.632 -0.018 0.193
H 0.0363 17.0469 -16.1161 0.256 -0.061 -0.144
C 2.5282 21.0048 -24.0193 1.080 -1.292 0.150
C 2.7108 20.8392 -22.5797 -0.307 0.300 -1.464
N 2.8225 20.6667 -21.4627 0.163 -0.171 1.569
H 1.5678 21.4454 -24.2404 0.054 0.303 -0.288
H 2.6209 19.9956 -24.4448 -0.574 0.104 0.042
H 3.4241 21.4598 -24.4427 -0.421 0.747 0.022
C 3.6049 24.5727 -16.3300 -0.339 0.187 0.323
C 4.2457 25.2293 -15.1982 0.420 0.124 0.216
N 4.7023 25.7647 -14.2890 -0.080 -0.147 -0.230
H 3.8520 23.5172 -16.3825 0.050 -0.059 0.079
H 3.8553 25.0398 -17.2748 0.054 0.102 -0.023
H 2.5365 24.6913 -16.1514 -0.083 -0.194 -0.335
C 4.8222 17.2696 -18.5602 -0.154 0.292 0.232
C 5.0293 16.5818 -19.8234 0.249 -0.512 -0.355
N 5.1967 15.9742 -20.7867 -0.109 0.412 0.306
H 5.6393 17.9458 -18.3150 0.106 -0.028 -0.221
H 4.7410 16.5521 -17.7466 -0.129 -0.095 -0.068
H 3.9057 17.8569 -18.6184 -0.037 -0.078 0.065
C -0.1264 21.1599 -14.1836 0.341 1.142 -0.871
C 0.5102 20.0084 -13.5870 -1.292 2.111 -0.694
N 1.0520 19.1397 -13.1162 1.271 -2.199 1.046
H -1.0782 21.4773 -13.7712 -0.207 -0.587 0.109
H -0.1948 21.0169 -15.2643 -0.381 -0.184 0.084
H 0.4967 22.0568 -14.0982 0.253 -0.283 0.274